{
  "formula": "C34H38CoN4O2PS2",
  "method": "wB97M-V/def2-TZVPD",
  "symbols": ["Co", "S", "S", "P", "O", "O", "N", "N", "N", "N", "C", "C", "C", "C", "C", "C", "C", "C", "C", "C", "C", "C", "C", "C", "C", "C", "C", "C", "C", "C", "C", "C", "C", "C", "C", "C", "C", "C", "C", "C", "C", "C", "C", "C", "H", "H", "H", "H", "H", "H", "H", "H", "H", "H", "H", "H", "H", "H", "H", "H", "H", "H", "H", "H", "H", "H", "H", "H", "H", "H", "H", "H", "H", "H", "H", "H", "H", "H", "H", "H", "H", "H"],
  "coordinates": [[1.389, 0.663, 0.234], [2.377, -6.727, -2.361], [2.524, -4.315, -1.150], [3.895, -0.665, 0.595], [2.397, -6.378, 0.303], [2.994, 0.299, 1.359], [-2.628, 1.895, 0.719], [-0.816, 3.049, -0.201], [-0.827, -6.619, 0.565], [-0.633, 0.783, 0.114], [-1.306, -1.310, -1.143], [-4.617, 5.023, 0.344], [3.712, -0.793, -1.189], [2.860, 3.060, -1.193], [-2.392, -3.281, 0.335], [0.118, -2.071, -1.056], [2.236, -5.929, -0.826], [0.667, 4.770, -0.973], [-0.536, 5.701, -0.894], [-0.660, -3.357, -1.006], [-0.694, -3.259, 1.714], [-1.312, 1.879, 0.241], [-3.400, 5.121, 2.383], [0.512, 3.391, -0.681], [-4.646, 2.969, -1.154], [2.238, -7.852, 0.571], [-0.924, -0.596, 0.212], [-2.898, 3.824, 2.133], [-4.324, 5.722, 1.493], [-1.706, -0.463, -2.257], [0.415, -1.330, 0.221], [0.104, -1.960, 1.628], [-2.047, -2.595, 1.620], [1.622, 2.473, -0.805], [2.924, 4.396, -1.482], [-0.868, -5.488, 0.447], [-2.017, -2.651, -1.013], [3.699, -2.247, 1.357], [-1.020, -4.076, 0.368], [-4.218, 3.704, 0.096], [1.876, 5.267, -1.378], [-1.322, -1.178, 1.648], [-3.293, 3.125, 0.999], [5.748, -0.274, 0.812], [2.945, -8.106, 1.370], [-2.764, -2.902, -1.799], [6.340, -0.941, 0.163], [-0.565, -3.920, 2.584], [-2.716, 0.031, -1.969], [3.952, 4.838, -1.803], [6.040, -0.519, 1.848], [-5.300, 5.609, -0.205], [3.790, 0.201, -1.710], [-2.818, -2.759, 2.367], [-4.738, 6.727, 1.648], [-0.310, 6.754, -1.195], [-0.918, 5.832, 0.151], [1.936, 6.316, -1.620], [4.058, -2.129, 2.379], [-5.402, 3.465, -1.738], [-3.321, -3.824, 0.332], [-1.722, -1.106, -3.109], [4.326, -2.989, 0.781], [-1.317, 5.319, -1.569], [-5.010, 1.894, -0.969], [1.221, -7.959, 0.844], [0.865, -2.045, -1.842], [-3.102, 5.626, 3.227], [5.948, 0.741, 0.475], [2.680, -2.577, 1.276], [-1.115, 0.470, -2.481], [-2.983, 1.166, 1.310], [-3.789, 2.880, -1.781], [2.430, -8.332, -0.442], [-2.369, 3.155, 2.843], [0.861, -1.656, 2.382], [3.838, 2.454, -1.219], [4.601, -1.332, -1.475], [-1.721, -0.451, 2.365], [-1.406, 3.798, 0.092], [-0.455, -4.159, -1.785], [2.807, -1.273, -1.473]],
  "atomic_forces_ev_per_a": [[-0.635, 0.021, -0.737], [-0.705, 0.454, 0.938], [-0.437, 0.306, -0.338], [1.221, 0.872, 0.969], [-0.330, -2.758, 4.384], [0.870, 0.161, -0.458], [-0.518, 0.468, -0.275], [0.491, -0.128, 0.142], [0.302, -1.858, 0.096], [0.369, 1.602, 0.159], [1.538, 0.537, 1.639], [-0.633, -0.246, 0.882], [0.767, 1.619, -0.028], [-0.272, -1.295, 0.391], [0.094, -0.571, -0.746], [-0.715, 0.399, -0.514], [1.646, 0.993, -4.515], [-1.615, -0.053, 0.297], [0.079, 0.719, 0.347], [-0.293, -3.156, -0.573], [0.286, -1.948, 0.224], [-0.461, -1.838, -0.276], [-0.883, -1.283, -1.707], [1.183, -0.250, -0.187], [-0.412, -1.556, 0.795], [1.022, 0.769, -2.028], [-0.753, -0.887, 0.815], [-0.950, 0.029, 0.463], [2.089, -0.814, 0.975], [-1.507, 2.817, 0.032], [0.588, 0.504, 1.103], [-0.415, 1.757, 0.426], [0.024, 1.884, 0.768], [-0.620, 0.299, 0.891], [3.887, 1.371, -1.059], [-0.497, 1.336, -0.050], [-0.742, -0.646, -0.709], [1.462, -1.124, -1.136], [0.638, 1.928, 0.172], [0.370, 0.054, -0.181], [-0.535, -0.182, -0.023], [-0.027, -0.531, -1.818], [-0.343, 1.249, -0.773], [-1.194, -1.005, -0.313], [-0.207, 0.157, -0.475], [0.555, 0.371, 0.333], [-0.367, 0.109, 0.151], [0.419, 0.184, -0.320], [0.998, -1.151, -0.873], [-1.812, -0.800, 0.558], [-0.168, 0.621, -0.411], [-0.810, -0.277, -1.617], [-0.234, -0.751, 0.713], [0.196, 0.100, 0.374], [0.337, -0.546, 0.052], [0.105, -0.937, -0.030], [0.012, -0.430, -0.723], [0.284, 0.096, -0.040], [-0.189, -0.233, 0.036], [-0.370, 0.416, 0.077], [-0.393, -0.198, 0.002], [-0.567, -0.001, -1.068], [-0.494, 0.584, 0.832], [-0.074, 0.244, 0.406], [0.558, 1.601, -0.010], [-0.907, -0.261, 0.396], [0.044, 0.062, -0.306], [0.592, 1.019, 1.968], [-0.004, 0.129, 0.449], [-0.509, -0.004, 0.220], [0.105, -1.253, 0.385], [0.666, -0.712, -0.203], [0.761, -0.252, -0.664], [-0.029, 0.211, 1.601], [0.202, 1.288, -0.218], [-0.425, -0.912, -0.119], [-1.683, 0.840, -0.041], [0.172, -0.576, -0.423], [0.424, -0.218, 0.143], [0.123, 0.805, -0.104], [-0.054, 1.164, 0.719], [-0.689, -0.504, -0.235]],
  "lowdin_spin": [2.67, 0.49, 0.44, 0.01, 0.00, 0.05, 0.01, 0.00, 0.00, 0.06, 0.00, 0.00, 0.01, 0.01, 0.00, 0.01, 0.01, 0.00, 0.00, 0.00, 0.00, 0.01, 0.00, 0.01, 0.00, 0.01, 0.01, 0.00, 0.00, 0.00, 0.05, 0.01, 0.00, 0.04, 0.00, 0.00, 0.00, 0.01, 0.00, 0.00, 0.00, 0.00, 0.00, 0.00, 0.00, 0.00, 0.00, 0.00, 0.00, 0.00, 0.00, 0.00, 0.00, 0.00, 0.00, 0.00, 0.00, 0.00, 0.00, 0.00, 0.00, 0.00, 0.00, 0.00, 0.00, 0.00, 0.00, 0.00, 0.00, 0.01, 0.00, 0.00, 0.00, 0.01, 0.00, 0.00, 0.00, 0.00, 0.00, 0.00, 0.00, 0.00],
  "de_lowest_kj_mol": 18.4,
  "multiplicity": 5,
  "e_homo_ha": [-0.2406, -0.2504],
  "total_energy_ev": -114507.965
}